[1]
Entry from the Open Molecules 2025 dataset: C44H51MoNP2Si as an isolated structure at a distorted geometry (ωB97M-V with the def2-TZVPD basis set).

```
! RIJCOSX wB97M-V def2-TZVPD def2/J DEFGRID3
* xyz 2 3
Mo 0.05749 -0.03971 -0.65191
P 1.70761 0.61976 -8.61770
P -0.17351 -2.04427 -8.24604
Si -0.24825 -0.89160 2.80844
N 0.47988 -0.10944 1.30456
C -0.82860 -0.47198 -8.83637
C 3.48998 3.26720 -6.10833
C -2.12094 -3.87872 -11.44409
C 1.07819 3.16244 -7.54204
C 0.89248 -2.25474 3.33326
C -1.98128 -1.58411 2.61427
C 2.00322 2.11885 -7.64121
C -0.00615 -4.38220 -9.69646
C 3.93403 0.36262 2.56812
C -0.05904 0.63740 -8.99661
C 3.64685 2.52018 -11.81293
C -2.30033 -3.28271 -6.67996
C -0.91042 -1.50340 -5.75169
C 1.67189 0.59080 1.72248
C -2.96406 -3.38201 -5.44850
C -0.94153 1.73510 -2.97854
C -2.01038 -0.25909 -1.79578
C -2.57048 1.00909 0.37183
C -0.45320 2.25203 -0.48751
C 3.82892 1.62735 3.15861
C -2.15597 -0.23037 -0.39334
C 2.69156 2.41652 2.94994
C 2.88220 -0.13705 1.80711
C -0.79106 -3.22510 -9.52198
C -2.24310 0.94137 -2.68050
C 3.07120 2.29452 -10.55107
C 2.75670 0.42189 -12.60718
C 2.36851 1.10630 -10.29294
C 3.51569 1.57703 -12.83764
C -1.25843 -2.35205 -6.81844
C -1.87194 -2.99608 -10.38159
C 2.55930 4.31114 -5.99643
C -1.90286 2.34346 -0.08500
C 1.36194 4.25997 -6.72032
C -0.25956 -5.26190 -10.74818
C 1.31178 -1.38324 -1.58100
C -0.31637 0.36707 4.19193
C 2.17800 0.19261 -11.35014
C -1.30719 -4.99955 -11.64080
C -0.01683 1.91201 -1.79833
C -1.47528 -1.71283 -4.51123
C 3.22199 2.17273 -6.92836
C -2.54785 -2.60549 -4.35460
C 1.60778 1.90840 2.23527
H 0.27960 2.78212 0.13779
H -2.72586 -0.91018 2.17352
H -1.48015 -5.66580 -12.48969
H -1.97061 -2.51501 2.03148
H 0.34791 -2.91963 4.01867
H -0.19528 -0.68640 -5.89225
H -2.12670 -1.26471 -2.21529
H 0.14791 3.12159 -8.10445
H -1.91688 -0.44172 -8.97208
H -0.92619 -0.05926 5.00200
H 4.66308 2.03246 3.72590
H -2.94809 -3.67996 -12.12582
H 1.24314 -2.84478 2.47956
H 0.91408 -1.75820 -2.52713
H 2.62069 -0.30535 -13.40760
H -2.34898 0.84522 1.43500
H 2.76868 5.16974 -5.35119
H -2.50741 -2.12642 -10.23131
H -2.62034 -3.90150 -7.52245
H -3.02243 1.59119 -2.24541
H -2.27632 -1.21189 0.08206
H 4.43035 3.31610 -5.55478
H 0.64309 5.07789 -6.65735
H 2.24415 -0.82885 -1.75695
H -3.66696 1.13021 0.35064
H -0.47777 1.56628 -9.40414
H -0.77319 1.31753 3.89269
H -2.32343 -1.82928 3.63590
H -2.49241 2.80449 -0.89136
H -2.67339 0.60985 -3.64118
H 3.95038 1.36496 -7.02910
H 4.20756 3.43710 -11.99006
H 0.68029 0.58816 4.59443
H 2.94635 -1.10402 1.29451
H 4.84072 -0.23306 2.68990
H 1.57006 -0.69949 -11.18879
H 1.51398 -2.19362 -0.87085
H 1.77041 -1.85904 3.85825
H -3.79936 -4.07408 -5.31816
H -1.99613 3.04778 0.75721
H 0.69220 2.48999 2.06896
H 3.99834 1.73648 -13.80865
H -1.19085 2.71695 -3.41386
H -1.03107 -1.15472 -3.68469
H -0.38385 1.23088 -3.78176
H -3.06547 -2.67107 -3.39444
H 0.36940 -6.14485 -10.88048
H 2.64286 3.43296 3.33166
H 3.16725 3.05380 -9.77740
H 0.81572 -4.57041 -9.00581
H 1.02983 2.16417 -2.03343
*
```

Output
Gap between HOMO and LUMO (spin up / spin down): 6.35 / 4.51 eV
Highest occupied orbital energy (spin up / spin down): -0.469 / -0.471 Eh
Energy relative to the best compared isomer or geometry (same formula, charge and spin): 8.4 kJ/mol
F_max: 2.4 eV/Å
LUMO (spin up / spin down): -6.43 / -8.29 eV
Calculated total energy: -2801.71748 hartree
<S²>: 2.02

Results of the Mulliken charge analysis, in e, for atoms 1 through 5: number 1, Mo, carries -0.0149; number 2, P, carries 0.4407; number 3, P, carries 0.2793; number 4, Si, carries -0.0237; number 5, N, carries 0.5167

[2]
Entry from the Open Molecules 2025 dataset: C44H51N7OPbS as an isolated structure (ωB97M-V with the def2-TZVPD basis set).

```
! RIJCOSX wB97M-V def2-TZVPD def2/J DEFGRID3
* xyz -2 1
Pb -0.92325 0.65030 -0.61174
S -3.20835 1.49122 -4.59332
O 1.28115 0.37001 -3.25035
N -2.20186 3.84449 -3.56097
N 1.43259 0.90885 -0.25248
N -0.83523 1.42941 1.64646
N -0.93365 3.72238 -3.99691
N -0.06151 -1.43241 -1.30104
N -2.29578 -0.84345 0.59083
N -4.24138 3.19302 -2.84241
C 0.23611 4.07710 4.07092
C -0.02736 -3.52617 -2.16773
C -0.76381 -2.60293 -1.39378
C -4.05940 -2.32715 0.60451
C -2.69624 2.05920 5.71216
C -3.11257 2.90891 -3.62132
C 4.48960 2.46069 1.17180
C 1.40304 2.40395 1.71660
C -4.89210 -3.52350 0.26585
C 2.37422 0.37351 -1.04707
C -1.93191 1.51945 2.41311
C 1.91085 1.42146 -3.85253
C -4.54762 -4.74054 1.13403
C -2.04912 -2.82029 -0.81914
C -0.10001 -5.92335 -1.37489
C 3.65908 0.78589 -0.63255
C -2.74803 -2.03293 0.04786
C 3.86119 2.45654 -4.84429
C -0.46428 3.02137 3.27324
C -3.21405 -0.40557 1.46589
C 3.40855 -4.03321 -2.55389
C 1.15632 -2.87709 -2.54019
C -1.72700 2.54578 3.43543
C 2.00223 -0.43733 -2.25588
C -4.35196 -1.32508 1.47436
C 0.11248 2.30098 2.14697
C 1.13836 2.55761 -4.17132
C 1.08325 -1.58793 -1.98409
C -5.44902 -1.71353 3.71396
C 2.06154 1.69341 0.67195
C -3.07550 0.71507 2.29771
C -0.43819 -4.92990 -2.49558
C 3.45560 1.65353 0.44743
C 5.08739 1.78058 2.41140
C 4.98703 0.35603 -1.18013
C -2.73817 2.94846 4.46283
C 3.25170 1.37825 -4.22018
C 5.55831 -0.86917 -0.45458
C 2.27228 -3.41847 -3.38170
C -0.28101 2.63420 -3.81259
C 1.08122 3.48867 5.20870
C -5.58909 -1.14347 2.29594
C 1.77517 3.62848 -4.80433
C 3.12094 3.59267 -5.13032
H -4.77425 2.36468 -2.63767
H 3.83130 0.49038 -4.02239
H -0.72976 1.75729 -3.35789
H 5.70079 0.92353 2.12727
H 1.88387 -4.18200 -4.06266
H -3.48335 -4.96870 1.05493
H -0.45978 -6.93056 -1.60925
H 2.04039 3.07630 2.28351
H 5.72200 2.47960 2.96567
H -4.64201 -1.20599 4.24557
H -6.43915 -1.61759 1.79788
H -5.20712 -2.77687 3.67630
H -2.56561 3.98880 4.75392
H -5.81709 -0.07701 2.36871
H 2.91644 -0.82363 -2.70984
H 4.91361 -1.73521 -0.61640
H -3.74080 2.90103 4.03079
H -6.37234 -1.59091 4.28752
H 4.29821 1.42770 3.07738
H 4.18383 -4.46337 -3.19606
H -4.74108 -3.78452 -0.78358
H 4.91585 2.40783 -5.09259
H -0.50086 4.76788 4.48898
H -1.70895 2.09821 6.17509
H -3.89766 0.92774 2.97056
H -2.89740 1.02087 5.44347
H 5.69906 1.18428 -1.10298
H 5.30245 2.70828 0.48284
H -3.43401 2.37815 6.45410
H -1.51602 -4.96094 -2.68042
H 0.88460 4.65623 3.41055
H -4.76762 -4.54320 2.18449
H 3.59024 4.45011 -5.60017
H 6.56234 -1.11383 -0.81573
H 4.89933 0.11618 -2.23805
H -2.53033 -3.75086 -1.10590
H -5.95138 -3.28097 0.38364
H 3.02345 -4.82347 -1.90661
H 1.62940 4.26860 5.74398
H 3.86546 -3.27370 -1.91726
H -4.03230 3.77309 -2.04174
H 1.16692 4.49599 -5.02410
H 2.68106 -2.62033 -4.00804
H 4.04348 3.40917 1.48405
H -0.55653 -5.59685 -0.43898
H 0.44756 2.96359 5.92545
H 1.79728 2.76808 4.81035
H -5.11521 -5.62317 0.82650
H 0.97950 -5.97137 -1.22094
H 5.60571 -0.69721 0.62161
H 0.05376 -5.24937 -3.41846
*
```

Output
Gap between HOMO and LUMO: 5.27 eV
Highest occupied orbital energy: -0.043 Eh
F_max: 0.9 eV/Å
LUMO: 4.11 eV
Calculated total energy: -2756.92475 hartree

Results of the Mulliken charge analysis, in e, for atoms 1 through 5: number 1, Pb, carries 1.2041; number 2, S, carries -0.5531; number 3, O, carries -0.4983; number 4, N, carries -1.1127; number 5, N, carries -0.1725